Molecular formula: H8O4
Method: DFT, the ωB97M-V functional and the def2-TZVPD basis

Geometry as XYZ:
```
12
Properties=species:S:1:pos:R:3
H -2.45906 1.05332 -1.25601
O -0.37661 1.08222 1.59364
H 0.42796 0.57201 1.36879
H 0.15975 1.85665 1.94287
O 1.70928 -0.47911 0.60121
O -1.80045 0.40223 -0.65875
O 0.43935 -0.99463 -1.67853
H 1.97619 -1.25726 1.12404
H -1.30215 0.98677 0.07872
H -0.31056 -0.49616 -1.32367
H 0.16397 -1.94730 -1.52637
H 1.37234 -0.77876 -0.26594
```

Total energy = -305.746175 a.u.
ΔE to the lowest compared entry with this formula, charge and spin = 20.7 kcal per mole
Orbital gap = 11.98 eV
SMILES = O.O.O.O
M = 72.06 g mol⁻¹